[1]
Here is a structure of composition C23H50KN3O4SSi3Te from OMol25. Energies are from ωB97M-V with the def2-TZVPD basis set.

Geometry (Å):
Te (-1.19128, 2.90900, -2.17156)
K (-1.39359, 0.03606, 0.04087)
S (-4.11992, -0.75608, 1.85854)
Si (2.31365, -1.20153, 0.74322)
Si (2.05612, -0.99667, -2.32061)
Si (0.25141, -2.91477, -0.71968)
O (-4.64093, -1.69991, 0.88291)
O (-2.66175, -0.82815, 2.00921)
O (1.34125, -0.76672, 2.06393)
O (-4.59627, 0.61570, 1.68345)
N (0.42357, 2.82361, 1.53701)
N (-2.37047, 2.65512, 2.01204)
N (-0.54876, 1.29862, 3.85391)
C (-1.85837, 3.81592, 1.32726)
C (-0.36111, 4.03876, 1.57077)
C (0.94204, -1.36840, -3.80314)
C (0.99246, -4.45210, -1.57799)
C (1.75843, -1.02974, 3.38441)
C (-1.08402, 1.95580, -4.06085)
C (0.00829, 2.14071, -4.91261)
C (-1.90395, 1.63779, 4.24024)
C (-2.11665, 1.13274, -4.51778)
C (-0.21506, -3.54984, 1.01491)
C (1.25951, 2.54907, 2.67831)
C (2.55081, 0.81920, -2.52937)
C (-2.06111, 0.51977, -5.76049)
C (3.62298, 0.16634, 0.64084)
C (3.29986, -2.71938, 1.33864)
C (-2.56373, 2.77743, 3.44653)
C (0.06947, 1.53004, -6.15522)
C (1.32075, -1.45062, -0.71635)
C (0.44716, 2.35702, 3.96314)
C (-4.77370, -1.28202, 3.43792)
C (3.67102, -1.95305, -2.70069)
C (-0.96581, 0.71332, -6.59185)
C (-1.42031, -2.63438, -1.60820)
H (-0.23352, 4.49613, 2.55732)
H (0.94059, 1.68487, -6.78392)
H (0.30831, -5.30631, -1.52976)
H (-0.91337, 0.22363, -7.55741)
H (4.10407, 0.28552, 1.61785)
H (-0.00820, 4.78240, 0.84325)
H (3.47218, 1.06325, -1.99281)
H (3.48262, -3.03012, -2.73173)
H (2.62977, -3.54521, 1.59379)
H (-4.40543, -2.28452, 3.64597)
H (0.38711, -4.42039, 1.29245)
H (4.11375, -1.65281, -3.65678)
H (-4.43930, -0.58830, 4.20718)
H (-2.15074, 3.73929, 3.77463)
H (-3.19644, 2.27229, 1.56798)
H (2.71658, 1.02519, -3.59117)
H (1.80697, -2.10844, 3.58051)
H (1.75856, 1.48815, -2.18347)
H (-1.26666, -3.84617, 1.04468)
H (-1.92979, 1.88406, 5.31090)
H (-2.97762, 0.97024, -3.87928)
H (0.07894, -0.70019, -3.82374)
H (-1.42855, -1.70740, -2.19345)
H (4.41448, -1.77560, -1.91576)
H (-2.26150, -2.61082, -0.90755)
H (1.49399, -1.20659, -4.73406)
H (2.75749, -0.61164, 3.58832)
H (-2.87509, -0.12433, -6.07498)
H (-1.62022, -3.44855, -2.31186)
H (2.00683, 3.34224, 2.88171)
H (1.80545, 1.62908, 2.46897)
H (-2.49751, 0.73476, 4.09743)
H (0.82760, 2.76772, -4.58201)
H (0.82484, 2.60613, 0.63676)
H (3.93278, -3.05692, 0.51225)
H (-0.57713, 0.97793, 2.89108)
H (-2.38086, 4.75384, 1.60343)
H (1.21751, -4.25921, -2.63009)
H (-2.03660, 3.66600, 0.26333)
H (-3.63061, 2.79170, 3.70840)
H (3.94244, -2.52192, 2.20270)
H (4.40228, -0.06825, -0.08863)
H (1.16418, 2.13422, 4.76744)
H (1.92826, -4.73242, -1.08408)
H (-0.02667, 3.30656, 4.24137)
H (1.04286, -0.57877, 4.07175)
H (0.56983, -2.39628, -3.80918)
H (-0.07847, -2.77878, 1.77670)
H (-5.86017, -1.27969, 3.37182)
H (3.18217, 1.12576, 0.36013)

Summary:
HOMO ... -1.5 eV
Lowest unoccupied orbital energy ... 4.23 eV
Spin multiplicity ... 1
Energy ... -3506.4689 a.u.
Total charge ... -2



[2]
Here is an isolated molecule of C6H10N2 from OMol25. Energies are from ωB97M-V with the def2-TZVPD basis set.

Geometry (Å):
N (-1.78865, -1.40127, 0.34878)
N (0.04375, -0.92499, -0.89783)
C (-2.24189, -0.11769, 0.04429)
C (1.76394, -0.69213, 0.57370)
C (0.14904, 0.46068, -0.71341)
C (0.85359, -1.54531, -0.20993)
C (-1.11832, 0.97229, -0.00394)
C (1.48334, 0.73379, -0.02280)
H (2.77144, -0.97707, 0.58251)
H (1.40632, 1.66478, 0.64917)
H (0.07463, 0.90007, -1.69592)
H (-1.42919, 1.92480, -0.25654)
H (-2.86405, -0.00606, -0.91499)
H (0.91677, -2.66211, -0.21728)
H (-0.86618, 0.85357, 1.00813)
H (-2.86282, 0.24232, 0.81241)
H (2.24185, 1.25922, -0.67115)
H (1.46642, -0.68489, 1.58480)

Summary:
HOMO (alpha / beta) ... -8.4 / -8.6 eV
Lowest unoccupied orbital energy (alpha / beta) ... 0.13 / 0.02 eV
Spin multiplicity ... 1
Energy ... -343.9318 a.u.



[3]
Here is a structure of composition C13H27IrOS5Si3 from OMol25. Energies are from ωB97M-V with the def2-TZVPD basis set.

Geometry (Å):
Ir (-0.34344, 0.06041, -0.45688)
S (-3.52142, 3.70671, -1.49460)
S (-5.09495, 1.33295, -0.84663)
S (-6.48170, 3.82165, -1.63855)
S (-0.93197, 2.36513, -1.00858)
S (-2.72113, -0.35916, -0.35240)
Si (2.20977, 0.01185, -2.13185)
Si (1.98523, -1.56977, 0.66616)
Si (0.33529, -2.72014, -1.83654)
O (1.09971, -0.35085, 1.40451)
C (1.59246, -3.19972, 1.51311)
C (-0.62909, -2.21191, -3.37623)
C (2.64387, 1.54622, -1.09709)
C (3.83899, -1.30992, 0.79889)
C (1.14909, 0.04753, 2.77562)
C (-2.62342, 2.28707, -1.05672)
C (-3.37100, 1.15229, -0.76542)
C (-0.92399, -3.45002, -0.61916)
C (1.11932, 0.60749, -3.56020)
C (-5.10740, 3.00211, -1.34449)
C (1.66089, -3.98928, -2.26386)
C (1.22028, -1.21982, -1.03873)
C (3.76477, -0.81543, -2.79121)
H (1.19427, -4.90047, -2.64455)
H (-1.25353, -1.33565, -3.18946)
H (2.19143, -3.28333, 2.42274)
H (-1.23951, -2.72210, 0.13353)
H (2.26396, -4.26149, -1.39591)
H (-0.52576, -4.31678, -0.09051)
H (1.49720, 1.55830, -3.94165)
H (4.36935, -2.00900, 0.14843)
H (0.08638, 0.76415, -3.24670)
H (4.15267, -0.29939, 0.53732)
H (0.02378, -1.99230, -4.22119)
H (4.16695, -1.50948, 1.82163)
H (4.23930, -0.16635, -3.53050)
H (3.54481, -1.76624, -3.27774)
H (1.11453, -0.10079, -4.38894)
H (3.59415, 1.43697, -0.57303)
H (-1.28834, -3.02951, -3.67549)
H (4.49037, -1.00085, -1.99842)
H (0.52050, 0.92538, 2.90146)
H (-1.81822, -3.77311, -1.15472)
H (0.54220, -3.27793, 1.79679)
H (2.33441, -3.61682, -3.03664)
H (0.78386, -0.75422, 3.41925)
H (2.17340, 0.29783, 3.05594)
H (1.87727, 1.76708, -0.34750)
H (1.83588, -4.06019, 0.88808)
H (2.72965, 2.42059, -1.74483)

Summary:
HOMO (alpha / beta) ... -11.3 / -12.0 eV
Lowest unoccupied orbital energy (alpha / beta) ... -5.04 / -6.18 eV
Spin multiplicity ... 2
Energy ... -3550.3639 a.u.
Total charge ... +1



[4]
Here is an isolated molecule of C4H7NO from OMol25. Energies are from ωB97M-V with the def2-TZVPD basis set.

Geometry (Å):
O (-0.43350, 0.03232, -2.17650)
N (0.90086, 2.00704, -0.02420)
C (0.13189, -0.53621, -1.24561)
C (-0.44825, -0.02562, 0.94773)
C (-0.67778, -1.11760, -0.03551)
C (0.92199, 0.84967, 0.51298)
H (-0.20182, -0.37955, 1.94969)
H (0.02331, 2.15233, -0.54471)
H (-1.72065, -1.20527, -0.34517)
H (1.16680, -0.91460, -1.27054)
H (-1.25226, 0.71192, 0.93646)
H (-0.23581, -2.06863, 0.26733)
H (1.82522, 0.49420, 1.02806)

Summary:
HOMO ... -9.6 eV
Lowest unoccupied orbital energy ... 0.35 eV
Spin multiplicity ... 1
Energy ... -286.5335 a.u.
SMILES ... [H]/N=C\CCC=O



Energy relative to the best compared isomer or geometry (same formula, charge and spin) for the records above, in order: 0.545 5.576 0.795 2.670 eV